{
  "formula": "C4H7N",
  "method": "ωB97M-V/def2-TZVPD",
  "total_charge": 1,
  "e_tot_ha": -210.89361,
  "de_lowest_kj_mol": 425.11,
  "homo_lumo_gap_ev": [8.54, 8.23],
  "lumo_ev": [-6.75, -7.39],
  "multiplicity": 2,
  "elements": ["C", "C", "C", "N", "C", "H", "H", "H", "H", "H", "H", "H"],
  "positions_angstrom": [[-0.731, 1.246, -0.937], [0.205, 0.094, -1.125], [0.930, -0.257, 0.094], [0.471, -0.237, 1.350], [-0.574, -1.009, 0.961], [-1.634, 0.985, -0.365], [-0.340, 2.066, -0.326], [-1.113, 1.749, -1.830], [0.886, 0.093, -1.968], [1.812, -0.859, -0.130], [-0.354, -2.068, 1.101], [-1.617, -0.736, 0.769]],
  "forces_ev_per_angstrom": [[-1.9, 0.4, -0.3], [2.1, 2.4, 3.8], [-0.9, -1.7, -4.9], [-1.3, 0.5, 2.2], [1.0, -0.5, 0.2], [0.1, -0.1, -0.3], [0.7, -0.3, -0.1], [0.3, -0.6, -0.2], [-0.6, -0.7, -0.6], [0.4, 0.3, 0.5], [-0.3, -0.1, -0.1], [0.4, 0.4, -0.2]],
  "mulliken_spin": [-0.01, 0.19, -0.04, 0.72, 0.00, 0.01, 0.01, 0.00, 0.00, 0.05, 0.03, 0.04]
}